{
  "formula": "C51H72AsCrN3P3Si",
  "method": "ωB97M-V with the def2-TZVPD basis set",
  "e_tot_ev": -183526.4603,
  "multiplicity": 5,
  "charge": 1,
  "homo_lumo_gap_ha": [0.2319, 0.2407],
  "de_lowest_kj_mol": 147.65,
  "e_lumo_ev": [-2.9, -3.1],
  "s2": 6.16,
  "species": ["As", "Cr", "P", "P", "P", "Si", "N", "N", "N", "C", "C", "C", "C", "C", "C", "C", "C", "C", "C", "C", "C", "C", "C", "C", "C", "C", "C", "C", "C", "C", "C", "C", "C", "C", "C", "C", "C", "C", "C", "C", "C", "C", "C", "C", "C", "C", "C", "C", "C", "C", "C", "C", "C", "C", "C", "C", "C", "C", "C", "C", "H", "H", "H", "H", "H", "H", "H", "H", "H", "H", "H", "H", "H", "H", "H", "H", "H", "H", "H", "H", "H", "H", "H", "H", "H", "H", "H", "H", "H", "H", "H", "H", "H", "H", "H", "H", "H", "H", "H", "H", "H", "H", "H", "H", "H", "H", "H", "H", "H", "H", "H", "H", "H", "H", "H", "H", "H", "H", "H", "H", "H", "H", "H", "H", "H", "H", "H", "H", "H", "H", "H", "H"],
  "xyz": [[3.111, 1.983, -0.729], [0.240, -0.383, -0.754], [0.065, 0.005, -3.149], [-0.095, 2.724, 1.052], [-1.382, -2.275, -0.186], [-1.846, 0.779, -0.834], [3.774, -3.182, 4.363], [2.006, -2.691, 5.651], [1.111, -0.464, 1.037], [2.607, -2.573, 4.412], [-0.874, 1.552, -3.408], [-2.724, 2.876, -2.628], [2.061, -1.866, 3.304], [-2.918, -3.878, 1.660], [1.634, 0.160, -5.684], [0.819, -3.774, -0.781], [4.534, 0.813, -1.476], [-4.056, 1.846, 0.677], [-2.650, 3.664, -3.761], [-0.758, 2.389, -4.511], [-4.688, 2.729, 1.534], [3.977, -3.703, 5.601], [-0.697, -3.968, -0.674], [-1.646, 3.435, -4.686], [-1.299, -4.551, -1.953], [-5.334, -1.109, -2.236], [2.766, 3.142, -2.308], [-1.116, -1.143, -4.094], [-2.679, 1.885, 0.485], [-4.352, -0.177, -1.946], [4.413, 3.204, 0.124], [-0.388, 4.478, -1.085], [0.842, -1.156, 3.327], [2.528, -1.116, -3.738], [5.065, -4.408, 6.106], [2.311, -1.108, 1.033], [-0.017, 5.675, 1.054], [-1.896, -0.482, -5.229], [-2.069, -2.614, 1.538], [-5.123, -2.440, -1.927], [5.018, -4.786, 7.428], [-0.259, 2.280, 3.921], [3.922, -4.487, 8.245], [2.826, -3.793, 7.770], [-3.926, -2.841, -1.360], [-0.441, -2.432, -4.556], [-2.951, -1.899, -1.044], [0.305, 4.408, 0.272], [0.476, 3.061, 2.830], [-3.170, -0.542, -1.313], [-1.924, 2.797, 1.231], [1.668, 0.082, -4.157], [2.869, -3.403, 6.440], [0.436, -0.481, 2.209], [-2.900, -1.412, 1.988], [1.977, 2.796, 2.897], [-2.562, 3.663, 2.115], [2.797, -1.812, 2.098], [-1.845, 1.821, -2.435], [-3.940, 3.650, 2.244], [0.218, 1.317, 4.088], [1.026, -0.625, -6.118], [5.224, 3.417, -0.569], [5.259, 0.599, -0.691], [-1.184, -2.714, 2.182], [2.471, -1.283, -2.656], [0.020, 2.251, -5.244], [-1.247, 0.001, -5.953], [2.152, 0.991, -3.772], [4.156, -0.140, -1.837], [-2.362, -4.788, 1.452], [-2.426, -0.464, 1.740], [-1.309, 2.123, 3.673], [-2.477, -1.244, -5.745], [-3.761, -3.890, -1.178], [-1.199, -3.166, -4.821], [-5.892, -3.168, -2.136], [3.956, 4.149, 0.415], [3.937, -4.811, 9.274], [2.491, 3.351, 2.116], [0.201, 6.540, 0.431], [0.178, -2.279, -5.434], [5.849, -5.328, 7.854], [-3.875, -1.426, 1.504], [2.891, -1.025, 0.116], [1.121, -2.309, 5.937], [-5.760, 2.697, 1.653], [-1.846, -1.411, -3.317], [2.184, 1.735, 2.751], [0.307, 4.124, 3.013], [1.756, 3.001, -2.687], [1.064, -3.051, -1.568], [3.749, -2.317, 2.065], [-0.216, 2.845, 4.853], [-1.074, 5.710, 1.306], [4.832, 2.740, 1.016], [-3.777, -3.832, 0.996], [2.862, 4.186, -2.019], [-0.202, 3.575, -1.663], [1.390, 4.358, 0.107], [-1.690, -3.767, -2.597], [-0.866, -4.658, 0.156], [-4.501, 0.858, -2.218], [3.571, -0.950, -4.003], [0.230, -1.123, 4.217], [5.907, -4.630, 5.470], [-2.591, 0.262, -4.847], [-1.561, 4.068, -5.555], [-1.989, 4.350, 2.720], [-4.430, 4.347, 2.907], [1.269, 1.113, -6.053], [2.648, 0.041, -6.065], [2.211, -2.022, -4.246], [0.579, 5.775, 1.956], [0.177, -2.853, -3.767], [5.055, 1.302, -2.297], [1.983, -3.556, 8.406], [-4.647, 1.108, 0.157], [-0.548, -5.108, -2.509], [-3.468, 3.091, -1.873], [1.221, -3.415, 0.170], [-0.479, 0.095, 2.209], [-0.030, 5.332, -1.658], [3.470, 2.952, -3.114], [2.385, 3.096, 3.862], [-2.111, -5.237, -1.725], [-6.256, -0.798, -2.704], [1.312, -4.719, -1.011], [-3.056, -1.446, 3.064], [-1.463, 4.588, -0.955], [-3.292, -3.953, 2.678], [-3.359, 4.462, -3.920]],
  "forces_ev_per_a": [[0.47, 0.22, -0.31], [-0.34, 0.02, -0.72], [-0.18, 0.17, -1.66], [-0.10, 0.86, 0.43], [-0.66, -0.88, 0.38], [-1.18, 0.10, -0.59], [-0.48, 0.50, -0.58], [0.07, 0.17, -0.44], [1.29, -0.71, 2.20], [0.71, -0.94, 1.15], [0.23, 0.21, 0.36], [-0.20, 0.02, -0.15], [-0.73, 1.08, -1.70], [0.22, 0.08, -0.03], [-0.12, 0.14, 0.11], [-0.15, -0.03, 0.12], [-0.07, 0.02, 0.01], [-0.22, -0.03, -0.02], [-0.04, -0.02, -0.04], [0.13, 0.02, -0.06], [-0.06, -0.05, -0.02], [-0.65, 0.09, 0.81], [0.05, 0.35, 0.04], [-0.02, 0.08, -0.05], [0.00, 0.03, 0.12], [0.02, 0.15, -0.03], [-0.05, -0.15, 0.11], [0.10, -0.07, 0.36], [0.42, -0.32, -0.21], [-0.14, 0.00, -0.06], [-0.01, -0.07, 0.00], [0.22, -0.09, 0.06], [0.94, -0.57, 0.36], [-0.02, 0.05, 0.14], [0.00, -0.03, 0.08], [-0.58, 0.48, -0.34], [0.17, -0.18, 0.00], [0.02, -0.02, 0.21], [0.24, 0.14, -0.13], [-0.04, -0.16, -0.02], [0.23, -0.11, -0.12], [-0.05, 0.12, -0.13], [-0.29, 0.11, 0.03], [-0.03, -0.05, 0.20], [-0.07, 0.00, -0.06], [-0.03, 0.11, 0.14], [0.17, -0.10, -0.02], [0.01, -0.33, -0.03], [-0.11, -0.13, -0.30], [0.47, 0.14, 0.29], [0.34, 0.09, 0.05], [-0.19, 0.00, 0.41], [0.67, -0.24, -0.27], [0.02, 0.26, -1.04], [0.22, -0.08, 0.02], [-0.14, 0.14, -0.07], [-0.16, 0.09, -0.02], [-0.16, -0.18, 1.04], [0.36, -0.25, 0.47], [0.05, 0.10, 0.08], [-0.02, -0.04, 0.08], [-0.03, -0.06, -0.08], [0.02, 0.00, -0.08], [-0.01, 0.06, 0.08], [-0.11, 0.02, -0.08], [0.08, -0.10, -0.09], [0.00, -0.08, -0.03], [0.09, 0.05, -0.15], [-0.10, -0.10, 0.00], [-0.12, 0.02, -0.01], [0.01, -0.10, -0.02], [-0.06, 0.11, 0.04], [-0.01, -0.07, 0.14], [-0.05, -0.11, -0.07], [0.00, -0.10, 0.05], [-0.06, -0.08, -0.02], [-0.05, -0.13, -0.07], [-0.13, -0.02, -0.02], [-0.02, -0.01, 0.09], [0.22, 0.04, -0.02], [0.01, 0.10, -0.07], [0.08, 0.00, -0.06], [0.07, -0.05, 0.03], [-0.06, 0.04, -0.04], [-0.06, -0.07, 0.05], [0.05, 0.00, -0.03], [-0.12, -0.03, 0.01], [0.16, 0.06, -0.13], [0.06, -0.06, -0.04], [-0.03, -0.07, -0.03], [-0.07, -0.07, 0.01], [0.08, -0.04, 0.00], [0.10, -0.01, -0.11], [0.00, -0.09, 0.08], [-0.11, 0.09, 0.06], [-0.04, -0.05, 0.01], [-0.11, 0.00, 0.00], [0.01, 0.06, 0.11], [-0.05, 0.00, -0.12], [-0.05, 0.03, 0.01], [-0.02, -0.07, -0.14], [-0.07, 0.14, -0.07], [-0.12, 0.13, -0.03], [0.06, 0.06, 0.01], [-0.06, 0.07, 0.01], [0.12, -0.05, -0.03], [-0.04, 0.06, -0.02], [0.04, 0.09, -0.11], [0.07, 0.05, 0.04], [-0.03, 0.06, 0.11], [-0.02, 0.01, -0.06], [0.07, -0.02, 0.00], [-0.05, -0.10, 0.03], [0.00, 0.06, 0.15], [0.08, -0.18, 0.02], [0.04, 0.09, -0.01], [0.02, -0.03, 0.04], [-0.10, -0.02, -0.06], [0.08, -0.06, -0.05], [-0.09, 0.08, 0.09], [0.08, 0.03, -0.09], [-0.10, -0.05, 0.01], [0.04, 0.08, -0.02], [0.14, -0.07, -0.02], [0.05, 0.03, 0.07], [-0.09, 0.00, -0.05], [-0.08, 0.02, -0.05], [0.05, -0.02, -0.07], [-0.05, 0.01, 0.13], [-0.06, -0.03, 0.00], [-0.07, -0.01, 0.13], [-0.06, 0.14, 0.01]]
}